A structure of composition C38H30FFeN7O8S. Source: the Open Molecules 2025 dataset; level of theory: ωB97M-V/def2-TZVPD.

Output
Frontier orbital gap (alpha / beta) ... 0.189 / 0.188 Ha
F_max ... 0.0174 Eh/bohr
Electronic energy ... -4213.2478 hartree
HOMO (alpha / beta) ... -1.56 / -1.53 eV
Charge ... -2
Energy above the lowest of the compared OMol25 structures with the same formula, charge and spin ... 47.63 kJ/mol

The geometry in XYZ format:
```
86
C38H30FFeN7O8S (ωB97M-V/def2-TZVPD)
N -0.48 4.79 -2.88
O -1.98 0.35 -0.04
O 1.20 -4.16 -1.03
C -1.26 5.23 -5.20
C -0.14 2.82 -0.84
C 3.74 2.16 -2.55
C -0.49 1.04 -2.75
F 0.47 6.45 2.29
C 1.43 -3.61 1.30
C 0.15 4.68 0.75
O 0.29 -2.02 -0.05
C 2.71 -5.12 2.70
H 4.31 3.96 1.05
C 3.55 3.06 -3.59
C -3.51 2.89 2.86
C -3.44 2.08 0.58
O 4.63 -0.10 -0.76
O 2.81 -1.48 -1.72
C -0.56 3.45 -3.11
C 2.69 2.75 -4.64
H 1.59 3.54 -6.14
C 2.25 0.61 -3.61
C 3.63 3.17 1.36
C -1.10 0.03 2.69
C -0.21 5.22 -1.59
H -4.69 3.67 1.24
C -0.09 6.59 -1.28
H 4.07 4.01 -3.59
C -0.08 4.27 -0.57
C -2.43 1.12 0.88
H 1.64 2.09 3.83
C 3.02 3.22 2.60
H 0.58 5.89 -4.31
C -0.43 2.46 -2.20
H -2.26 4.92 -4.90
H -3.78 2.12 -0.45
C 2.92 -5.95 1.60
N 2.23 0.21 -0.02
N 3.44 2.19 0.49
H -2.06 6.93 -3.21
H 0.23 8.02 0.28
C 0.62 -2.37 1.14
C 2.58 1.21 0.84
H 0.86 -3.22 -0.97
C 2.06 1.51 -4.65
C -3.94 2.94 1.53
H -0.63 8.54 -1.99
O 0.07 2.06 0.10
C 1.98 -3.96 2.54
H -0.76 3.12 -4.12
C 0.14 6.97 0.02
H 1.37 1.25 -5.45
C -0.20 7.62 -2.38
H 2.58 -6.24 -0.51
H -1.35 6.04 -5.93
H 0.25 3.92 1.52
H -3.91 3.57 3.61
H -1.03 7.77 -4.37
H 0.80 7.87 -2.75
H 3.13 -5.37 3.67
N 0.32 -1.70 2.24
C 3.07 0.94 -2.55
C 1.66 -4.44 0.20
N -0.35 -0.56 1.85
H -1.15 -0.34 3.71
H 2.60 4.62 -5.41
H -2.22 1.86 4.23
C -2.56 1.94 3.19
S 3.25 -0.21 -1.19
C -1.02 7.07 -3.53
C 2.41 -5.62 0.37
O -0.90 0.93 -3.92
H 3.50 -6.86 1.71
H -0.78 4.39 -5.70
Fe 0.04 0.01 -0.02
H 1.73 -0.34 -3.60
C 0.25 6.01 1.02
H 3.17 4.04 3.29
H 4.39 2.40 -1.72
O -0.02 0.13 -2.03
N 1.96 1.16 2.04
C -2.00 1.08 2.25
H 1.79 -3.29 3.37
N 2.49 3.66 -5.70
C 2.17 2.15 2.88
C -0.47 5.74 -4.00
```

Löwdin atomic charge list, values in e, 5 entries: number 1, N, carries 0.025; number 2, O, carries -0.086; number 3, O, carries 0.055; number 4, C, carries -0.049; number 5, C, carries -0.243